[1]
18
Properties=species:S:1:pos:R:3:forces:R:3:lowdin_charge:R:1 method="wB97M-V/def2-TZVPD" gap_ha=0.3667
H 2.9542 -0.9312 -0.3589 -0.87 -1.40 0.34 0.0236
C 0.9020 -1.3625 0.5009 0.14 -0.46 -3.31 -0.1260
Cl -2.5984 -0.1683 -0.3743 -0.78 -0.05 -0.43 0.6020
C 0.0683 -0.3643 0.1176 0.38 0.48 1.45 -0.3396
H 1.0334 3.0042 -0.1938 -0.98 -0.78 1.49 0.0997
H -1.3461 -0.8941 1.5948 -0.70 0.32 -1.15 0.0967
N 2.0052 1.1191 -0.0795 -1.11 0.56 0.12 -0.0456
C 0.6107 0.8426 -0.5571 0.95 2.15 -1.74 -0.3125
H 2.6574 1.5428 -0.7700 -1.10 -0.01 0.57 0.1007
H 1.9008 -2.0456 -1.5759 0.92 0.42 4.25 0.1493
H -1.3078 0.7856 1.3533 -0.13 0.57 -0.45 0.0483
C -1.2990 -0.1242 0.7702 2.10 -1.91 1.81 -0.6284
C 2.2034 -1.7810 -0.2843 0.52 -1.75 -0.72 -0.1354
H 0.3069 1.1202 -1.7240 0.79 -0.85 3.26 0.1889
H 2.7487 -2.8708 0.3787 -1.70 3.56 -2.55 0.1496
C 0.8829 2.0467 0.3917 0.46 -0.85 -0.12 -0.1170
H 0.5030 -2.2248 0.9751 -0.56 -0.31 1.02 0.0742
H 0.4770 1.9973 1.6064 1.65 0.30 -3.86 0.1714



[2]
12
Properties=species:S:1:pos:R:3:forces:R:3:lowdin_charge:R:1 method="wB97M-V/def2-TZVPD" charge=-1 gap_ha=0.2994
H 1.3422 -1.1253 1.0937 0.11 -0.64 0.03 0.0878
O -1.3497 3.8012 0.5117 0.94 -0.27 -0.09 -0.1051
H -0.8795 3.7831 -0.3324 -0.42 0.23 -0.26 0.0244
O 0.2147 1.0874 0.7855 -0.03 0.19 0.57 -0.0928
C 0.1682 -2.2532 -0.3740 0.56 -0.77 0.61 -0.1770
H -0.9280 -2.3932 -0.3068 0.40 0.09 -0.38 0.0732
H -0.7765 3.1290 0.9298 -0.47 -0.30 0.28 0.0074
C 0.2840 0.1688 -0.0578 0.92 0.35 -0.41 -0.7933
H 0.6134 -3.1949 -0.0232 -0.04 0.10 0.13 0.0580
H 0.5031 -2.1262 -1.4034 -0.27 0.17 -0.17 0.0578
N 0.5534 -1.1637 0.4786 -1.14 1.22 -0.38 -0.0560
O 0.2548 0.2870 -1.3018 -0.54 -0.37 0.07 -0.0844



[3]
35
Properties=species:S:1:pos:R:3:forces:R:3:lowdin_charge:R:1 method="wB97M-V/def2-TZVPD" charge=-1 gap_ha=0.2604
N -1.2273 2.0259 -1.5323 0.00 0.05 0.13 0.0559
B -2.5272 -1.7851 -1.1710 -0.07 -0.04 0.10 -0.4901
H -3.5571 2.1851 -2.0383 0.05 0.01 -0.06 0.0509
H -0.5926 2.1276 -0.7439 0.01 -0.17 -0.05 0.0419
C 4.0387 0.9514 3.6063 -0.04 -0.03 -0.05 -0.1682
H 3.3769 -1.4642 -2.1897 -0.02 0.00 0.03 0.0696
H -2.6751 1.9283 0.4243 -0.36 -0.07 -0.13 0.0785
H 4.5568 -0.0713 5.1863 -0.04 0.00 -0.03 0.0662
H 2.8068 -2.5452 -3.4825 -0.02 -0.02 0.01 0.0684
H -0.8639 1.1977 1.0908 -0.05 -0.32 0.05 0.0055
H 2.1343 -0.9162 -3.3233 0.03 0.00 -0.01 0.0756
C 2.4967 -1.7775 -2.7636 0.03 0.05 -0.03 -0.1821
H -3.7041 -1.4772 -0.9338 0.07 -0.01 -0.04 -0.0213
H -3.3100 0.4099 0.2870 0.14 -0.16 0.26 0.0720
N -2.4637 0.9617 0.1786 0.17 0.46 -0.23 0.0646
H -2.5198 -2.6392 -2.0688 0.01 0.07 0.11 -0.0263
C -2.1847 0.9134 -1.2679 0.03 0.10 0.08 -0.7148
H -3.3431 0.8501 -2.9563 0.00 -0.10 0.05 0.0628
H -0.6377 1.7240 -2.3015 -0.05 0.06 -0.04 0.0559
H 1.6969 -2.9569 -1.4226 -0.05 0.03 -0.01 0.0778
O 4.0571 -0.2393 4.3826 0.07 0.01 0.06 -0.1270
H -2.0490 -2.2811 -0.1387 -0.04 0.02 -0.09 -0.0260
H 3.4570 0.7388 2.7125 -0.01 0.01 0.00 0.0751
O -0.0350 1.3290 1.6027 -0.01 0.14 0.06 -0.1717
H 0.9520 0.3823 3.1019 -0.01 -0.03 0.02 0.0524
C -1.6386 -0.4566 -1.6272 -0.07 -0.15 -0.04 -0.2515
H 3.5589 1.7784 4.1361 0.00 0.00 0.00 0.0762
N -3.4244 1.1798 -2.0016 -0.03 0.14 -0.03 0.0612
H -0.6436 -0.5122 -1.1752 0.06 -0.01 -0.07 0.0642
C 0.0309 0.2656 2.5271 0.13 -0.01 -0.02 -0.1801
H -0.8089 0.2723 3.2316 -0.03 0.01 -0.02 0.0711
O 1.4299 -2.1953 -1.9447 0.07 -0.04 0.01 -0.1075
H 5.0454 1.2541 3.3031 0.00 0.01 0.00 0.0711
H -1.4842 -0.4493 -2.7180 0.04 0.01 -0.01 0.0711
H 0.0517 -0.7087 2.0301 -0.03 0.00 -0.02 0.0787



[4]
78
Properties=species:S:1:pos:R:3:forces:R:3:lowdin_charge:R:1 method="wB97M-V/def2-TZVPD" gap_ha=0.3592 smiles=CC(C)C[C@@H](C)COB1OBOB(S)O1.COCCOCCOC.COCCOCCOC
C -2.4782 7.9544 6.4354 -0.06 0.18 -0.05 -0.0567
H -4.9855 6.0458 6.3304 -0.01 -0.07 0.05 0.0719
H 4.9483 -9.3799 -8.2520 -0.01 -0.01 0.00 0.0874
C 0.3708 -0.1411 -2.1929 0.02 0.09 -0.06 -0.1836
H 5.2618 -9.6069 -4.6064 0.08 0.01 0.02 0.1280
B -3.6681 2.7019 4.3413 -0.22 -0.66 -0.13 -0.3470
O 5.0612 -6.2587 -4.4993 -0.01 0.00 0.00 -0.1267
H 6.3907 -8.3655 -5.2130 0.01 -0.01 0.03 0.1291
H 1.6355 -3.8325 -2.1127 0.06 -0.01 -0.02 0.0723
H -3.0543 5.6070 5.0547 0.15 -0.08 -0.04 0.1273
H 2.0236 -3.8169 -0.3787 0.01 0.02 0.02 0.0891
H -2.5635 0.6871 1.8568 -0.04 0.02 -0.01 0.0966
C -2.4001 6.8116 3.3542 0.38 -0.51 0.07 -0.3036
H 3.5740 -7.6975 -4.2714 0.00 -0.03 -0.09 0.1235
H 3.1433 -3.0652 -1.5381 0.00 -0.05 -0.03 0.0904
H -2.2717 9.0236 6.3996 0.09 0.04 -0.01 0.0782
H -4.7837 2.9134 4.6938 -0.08 -0.25 -0.18 0.1250
H 1.2603 -1.8250 -3.1647 0.01 0.02 -0.03 0.1269
H -0.2768 6.7899 2.8933 0.03 -0.03 -0.06 0.0907
O -2.7589 2.1731 5.2389 -0.20 0.97 0.42 0.2108
H -5.8126 7.5600 6.0133 -0.10 -0.01 0.01 0.0741
H -1.8163 1.8197 0.6926 -0.09 0.01 0.05 0.1019
C 2.0877 -3.2464 -1.3028 0.03 0.05 0.04 -0.1091
C -0.9254 6.8277 3.7661 -0.02 0.19 0.04 -0.0447
H -3.6072 5.3404 2.3111 -0.10 -0.03 -0.09 0.1212
H 0.6210 0.6161 -2.9387 -0.01 0.01 0.00 0.1274
O 4.7045 -8.6957 -6.3650 0.08 0.15 -0.03 -0.1958
C -4.8818 7.1311 6.3787 0.11 -0.10 -0.22 -0.0687
H -1.5665 7.4351 6.1643 0.07 -0.08 -0.02 0.0516
C 5.5016 -9.3616 -7.3155 -0.07 -0.04 0.01 -0.1147
H 4.5755 -6.2977 -6.5237 -0.09 -0.04 0.02 0.1239
C -2.6050 5.7610 2.2444 -0.17 0.23 -0.37 -0.1203
C 1.4280 -1.2179 -2.2654 0.07 -0.02 0.13 -0.2091
H -2.6765 0.3980 -0.8982 -0.02 -0.01 -0.02 0.1306
S -0.7703 3.4025 6.7785 -0.20 -0.11 0.32 0.8228
C -3.6738 7.5958 5.5290 -0.09 -0.25 0.55 -0.3870
O -3.2289 3.0487 3.0839 -0.18 0.86 0.44 0.2699
H 0.2774 -6.8114 -5.1374 0.00 0.00 -0.02 0.0881
O 1.3928 -2.0370 -1.1113 -0.15 -0.06 -0.06 -0.1934
H 0.4618 -5.0717 -5.4602 -0.02 0.01 0.05 0.0895
C 5.3308 -8.6256 -5.0975 -0.10 -0.08 -0.08 -0.2110
H 0.3104 2.6194 6.7805 0.19 0.01 -0.29 -0.1433
C -1.6326 -1.3417 -1.5734 -0.06 -0.07 -0.06 -0.1847
C 3.0830 -5.1684 -5.4605 -0.12 -0.07 -0.12 -0.2075
H -4.0047 8.4879 4.9972 0.19 0.09 -0.17 0.1268
H -0.6904 5.9688 4.3948 0.09 -0.03 -0.01 0.0814
O -0.9284 -0.5874 -2.5463 0.00 0.00 0.00 -0.1266
H 6.4508 -8.8360 -7.4739 0.02 -0.03 0.02 0.0884
H -2.4586 -1.8030 -2.1185 0.01 -0.01 -0.01 0.1271
H 4.9765 -7.7738 -3.1957 -0.01 0.01 0.01 0.1272
O -1.0104 3.1375 3.9779 -0.10 0.53 0.12 0.2687
H 1.0371 -5.7676 -3.9157 -0.07 0.06 -0.01 0.0791
H 2.8469 -4.4204 -6.2309 0.04 0.08 0.07 0.1293
C -3.3693 6.5026 4.5020 -0.27 0.44 -0.19 -0.1578
H -3.0237 -1.0856 0.0289 -0.06 0.05 -0.04 0.1288
B -1.9671 3.6373 3.0894 0.54 -0.49 -0.43 -0.7861
H 0.3754 0.3341 -1.2097 0.02 -0.08 0.04 0.1239
H 5.1242 -4.7657 -5.8293 0.02 -0.01 -0.01 0.1276
C -2.2304 -0.5065 -0.4655 0.03 -0.05 0.13 -0.2063
H -4.3277 6.2568 4.0355 -0.07 -0.11 0.06 0.1225
H -2.6251 7.7829 2.9117 -0.29 0.08 0.07 0.1423
O 2.1709 -6.2454 -5.5754 0.06 -0.06 0.15 -0.1942
O -1.2456 -0.1584 0.4897 0.04 0.10 -0.11 -0.1823
H 5.7136 -10.3927 -7.0079 0.03 0.01 -0.01 0.0877
H -1.0094 -2.1377 -1.1595 0.02 0.05 0.07 0.1235
O -1.6455 4.7022 2.3284 -0.19 -0.11 0.14 0.1356
H -0.6765 7.7273 4.3212 -0.01 0.09 0.03 0.0728
H -4.7654 7.3873 7.4278 -0.08 0.17 0.06 0.0660
C 0.9240 -5.9488 -4.9916 0.05 -0.02 -0.06 -0.1094
C 4.5033 -5.6459 -5.6503 0.08 0.09 -0.04 -0.1836
C 4.6599 -7.5909 -4.2245 0.01 -0.02 0.11 -0.1850
H 2.9929 -4.6958 -4.4736 0.01 0.02 0.00 0.1198
H -2.6832 7.7161 7.4768 -0.03 -0.08 0.06 0.0671
C -1.6500 0.9206 1.3004 0.15 -0.12 -0.06 -0.0964
H -0.8408 1.1148 2.0028 -0.02 -0.01 0.04 0.0986
B -1.5332 2.8144 5.2015 0.36 -0.82 -0.06 -0.9191
H -2.5141 6.2166 1.2613 0.24 -0.03 -0.09 0.1327
H 2.4176 -0.7448 -2.3413 0.00 -0.02 -0.08 0.1286



[5]
11
Properties=species:S:1:pos:R:3:forces:R:3:lowdin_charge:R:1 method="wB97M-V/def2-TZVPD" gap_ha=0.3703 smiles="O=CCCO"
C -1.1221 -0.3438 0.0265 -4.24 1.82 -4.61 -0.0989
H 0.0755 -0.2235 -1.8634 -0.03 -0.86 -0.34 0.0978
H -0.7999 -1.1234 0.9097 -1.70 1.94 -1.75 0.1638
O 1.4418 0.2564 1.2685 -0.22 2.23 1.65 -0.1025
H -0.0688 1.2431 -1.0105 0.47 -0.88 0.51 0.1244
C 0.1096 0.1407 -0.8555 -0.35 0.94 2.99 -0.1395
H 1.6580 1.2344 1.3755 -0.49 -1.96 -0.75 0.1331
H 1.4069 -1.3082 0.1269 0.04 -0.06 -0.39 0.1102
H 2.3637 0.0585 -0.5150 -0.79 -0.33 -0.30 0.1209
O -2.3109 0.0812 -0.4986 6.72 -3.22 4.47 -0.0978
C 1.3988 -0.2273 -0.0348 0.59 0.37 -1.48 -0.3115



[6]
50
Properties=species:S:1:pos:R:3:forces:R:3:lowdin_charge:R:1 method="wB97M-V/def2-TZVPD" gap_ha=0.2852 smiles="CCCC1CCC(=NNC(=O)CNc2ccc(OC)cc2)CC1"
C -5.4801 1.5225 0.6630 0.01 -0.08 -0.02 -0.0224
N -3.2232 1.9962 -0.0044 0.36 0.66 0.29 0.0135
H 1.0547 3.0677 0.4477 -0.26 -0.17 -0.09 0.1487
H -1.6488 0.6070 0.2749 0.01 0.03 -0.10 0.1318
H -3.3301 -0.4936 -0.9902 0.10 -0.02 -0.06 0.0998
C -4.2320 -0.1514 -0.5066 0.18 0.31 0.13 -0.0323
H 3.5703 -1.7548 1.9078 -0.14 -0.01 0.00 0.0565
C 4.5810 -0.2405 -0.6547 0.04 -0.25 0.25 -0.3332
H 1.3784 -0.6813 -1.9029 -0.01 0.08 -0.05 0.1159
H 4.7012 -2.6094 2.9432 -0.06 -0.07 0.08 0.0699
H 2.9905 2.7448 0.0859 0.04 0.03 -0.09 0.1007
H -1.6519 1.4429 -1.2863 0.06 -0.12 0.16 0.1252
C -5.3326 -0.9932 -0.4768 -0.42 -0.23 0.08 -0.0320
C 3.3077 -1.0289 -0.9663 0.10 0.19 -0.30 -0.1572
O -7.6621 -1.3328 0.2067 0.08 0.33 0.11 -0.0991
C -0.9204 2.6020 0.3483 -0.21 -0.26 -0.14 -0.4469
H -3.2818 2.8088 0.5976 0.04 -0.13 -0.06 0.1183
C 5.6650 -1.3821 1.4602 -0.06 -0.13 -0.19 -0.2595
H 2.8411 -1.3802 -0.0476 -0.02 -0.08 0.06 0.1054
C -7.6556 -2.6172 -0.3578 0.01 -0.16 -0.07 -0.1056
H 5.1305 1.5452 0.4322 0.00 0.01 0.09 0.1235
H -8.6508 -3.0237 -0.1819 0.08 -0.02 -0.04 0.0902
C 2.3085 -0.1445 -1.7187 -0.06 -0.23 0.13 -0.1278
H 5.6409 -0.4438 2.0165 0.09 0.04 0.06 0.0979
H 6.6503 -0.5818 -0.2412 0.03 -0.04 -0.07 0.1111
C 5.7053 -1.0957 -0.0438 -0.02 0.21 0.10 -0.1792
C -6.5745 0.6902 0.6885 0.00 -0.19 -0.06 -0.0107
H 3.7023 2.2617 -1.4557 -0.01 0.04 0.00 0.1289
H -5.2463 -1.9687 -0.9302 -0.04 -0.09 -0.02 0.1002
N 0.3941 2.3814 0.0832 1.03 0.69 0.32 0.0519
C 3.2358 1.8848 -0.5409 -0.19 0.14 0.32 -0.1122
C -1.8698 1.5656 -0.2180 -0.32 -0.04 -0.15 -0.1376
H -7.4973 1.0024 1.1514 -0.11 0.05 0.06 0.1164
H 3.7744 0.6547 1.1360 0.04 -0.02 0.10 0.1207
C 4.2274 0.9778 0.1971 0.13 0.04 -0.31 -0.1565
H -7.4657 -2.5844 -1.4366 0.01 -0.01 0.04 0.0932
N 0.8020 1.3136 -0.6368 -0.50 -0.58 -0.28 0.0976
C -4.2817 1.1186 0.0636 -0.14 -0.36 -0.22 -0.2775
H 4.4447 -3.1584 1.2874 -0.07 -0.13 -0.06 0.0764
H 6.6072 -1.8770 1.7108 0.01 0.09 0.05 0.1051
C 4.5221 -2.2786 1.9222 0.16 0.17 0.07 -0.1074
H 5.7388 -2.0473 -0.5800 0.08 -0.04 -0.06 0.1118
O -1.2755 3.5613 0.9993 -0.08 0.11 0.07 0.0695
C 2.0176 1.0908 -0.9230 0.06 0.19 -0.08 -0.2829
C -6.5147 -0.5827 0.1205 0.02 -0.03 -0.03 -0.2883
H -6.9125 -3.2659 0.1196 -0.01 0.02 -0.03 0.0929
H 4.9680 0.1277 -1.6146 -0.04 0.02 0.00 0.1426
H 3.5489 -1.9010 -1.5766 0.01 -0.07 0.04 0.1192
H -5.5397 2.5047 1.1091 -0.03 0.11 0.05 0.1111
H 2.7386 0.1467 -2.6809 0.03 -0.01 -0.07 0.1224



Number 1: E_HOMO -9.1 eV, LUMO level 0.83 eV, molecular weight 131.6 g/mol. Number 2: E_HOMO -3.9 eV, LUMO level 4.24 eV, molecular weight 92.1 g/mol. Number 3: E_HOMO -4.5 eV, LUMO level 2.61 eV, molecular weight 184.1 g/mol. Number 4: E_HOMO -9.3 eV, LUMO level 0.48 eV, molecular weight 498.1 g/mol. Number 5: E_HOMO -9.8 eV, LUMO level 0.28 eV, molecular weight 74.1 g/mol. Number 6: E_HOMO -7.1 eV, LUMO level 0.64 eV, molecular weight 317.4 g/mol.